(1)
{"formula": "C25H43F4N5O26S2", "method": "ωB97M-V/def2-TZVPD", "elements": ["S", "S", "F", "F", "F", "F", "O", "O", "O", "O", "O", "O", "O", "O", "O", "O", "O", "O", "O", "O", "O", "O", "O", "O", "O", "O", "O", "O", "O", "O", "O", "O", "N", "N", "N", "N", "N", "C", "C", "C", "C", "C", "C", "C", "C", "C", "C", "C", "C", "C", "C", "C", "C", "C", "C", "C", "C", "C", "C", "C", "C", "C", "H", "H", "H", "H", "H", "H", "H", "H", "H", "H", "H", "H", "H", "H", "H", "H", "H", "H", "H", "H", "H", "H", "H", "H", "H", "H", "H", "H", "H", "H", "H", "H", "H", "H", "H", "H", "H", "H", "H", "H", "H", "H", "H"], "xyz": [[1.6107, 4.1748, -1.5374], [0.0051, 0.1772, -0.3649], [4.4449, -3.5937, -2.3174], [4.6685, -2.1203, 2.2638], [1.9623, 4.5808, 3.4775], [-2.6235, 3.7258, 0.5371], [-3.6411, 4.9984, -1.8134], [-1.7993, -3.2717, -3.4914], [0.6451, -2.4867, 3.7486], [2.7496, -3.3521, 0.1359], [-0.2131, 1.4646, 0.2851], [-4.6936, 0.3626, 0.9043], [-4.8220, -2.3839, 2.4951], [6.7667, 1.0036, 0.5809], [1.3276, -0.2157, -0.8778], [-3.6707, -4.0587, -4.1284], [-5.6119, 5.7940, -1.0375], [2.1584, -3.5463, -1.9843], [0.2262, 0.5343, 3.2699], [0.9555, -4.5939, -0.3824], [4.5726, 0.7891, 0.9410], [-4.1696, -4.2513, 1.7216], [0.2550, 3.8265, -1.9140], [1.3386, -1.3001, -4.3376], [-0.6819, 2.5692, 3.4920], [-4.7293, 3.8767, -0.2502], [0.0758, -4.3685, 2.8921], [1.8785, 5.0471, -0.3985], [-6.5743, -0.1642, 0.0411], [1.4516, 2.3909, 2.9978], [2.9875, -1.2768, -5.7021], [5.9902, -0.2964, 2.2666], [-2.6911, -4.0741, -3.4139], [2.1635, -0.7251, -5.0138], [-5.8773, 0.1186, 0.9740], [-4.1726, -3.4010, 2.5879], [0.4002, -3.6654, 3.8284], [5.8655, 0.5208, 1.1783], [2.5222, 2.6543, -1.3624], [0.3071, -4.2899, 5.1829], [4.7257, -0.8094, 2.6556], [-0.7020, -1.2028, 0.6445], [-3.5050, 3.2201, -0.4184], [-4.7622, 4.9715, -1.0790], [1.1675, 3.7343, 2.7576], [3.9462, 3.0563, -1.7359], [2.5684, 4.7181, -3.0223], [3.5196, -2.3280, -0.5679], [3.7869, 0.0715, 1.8725], [-2.6365, -5.1242, -2.3695], [-3.3701, -3.6552, 3.7858], [3.8874, 3.9313, -3.0100], [-2.2776, -0.7908, -1.1437], [-3.0415, 3.7046, -1.7885], [1.8825, -3.9263, -0.7400], [-1.7658, -1.9113, -0.2527], [-6.4693, 0.0552, 2.3386], [-0.3007, 3.9199, 3.1572], [3.3618, -2.8295, -1.9950], [-1.1138, -0.0697, -1.7920], [2.1905, 0.7414, -4.9297], [0.3229, 1.7254, 3.3132], [-1.2112, 0.8861, -2.3109], [4.6275, -0.7724, 3.7377], [4.8123, 4.5067, -2.9683], [4.5278, -2.3697, -0.1734], [1.2961, 1.1243, -4.4476], [-2.8540, -0.1477, -0.4785], [-2.5456, -2.2766, 0.4147], [4.5290, 2.1788, -2.0275], [-0.4391, 4.5749, 4.0140], [-1.1731, -0.8061, 1.5405], [1.3145, 3.9628, 1.7005], [4.4716, 3.4666, -0.8766], [-0.3561, -5.1368, 5.0539], [3.2148, -2.0086, -2.6936], [-7.0763, -0.8413, 2.2405], [1.3067, -4.5835, 5.4930], [-0.0692, -3.5496, 5.8822], [-1.7377, -5.6773, -2.6438], [0.1329, -1.8442, 0.9226], [-2.9617, -1.1552, -1.9120], [3.2369, 0.8251, 2.4451], [-2.4268, -4.6175, -1.4304], [-3.5363, -5.7201, -2.3389], [-3.0200, -4.6840, 3.7621], [-3.9780, -3.4225, 4.6527], [2.4709, 2.2830, -0.3429], [1.8625, 4.4819, -3.8213], [-0.5598, -0.6511, -2.5320], [2.2046, 1.1146, -5.9534], [-3.5396, 2.1437, -0.2475], [-3.5354, 3.0926, -2.5486], [2.5168, 5.8077, -3.0205], [3.0646, 1.1237, -4.4095], [-1.3120, -2.7735, -0.7396], [-1.9587, 3.6756, -1.8393], [3.0413, -1.3606, -0.4630], [2.0873, 1.9578, -2.0749], [2.9570, -0.4630, 1.4059], [-6.9936, 0.9742, 2.5814], [-5.7200, -0.1109, 3.1035], [-0.9597, 4.2038, 2.3398], [3.9498, 3.3113, -3.9020], [-2.4335, -3.0987, 3.7510]], "e_tot_ha": -4403.83013, "max_force_ev_per_a": 2.282, "smiles": "O=C1OC[C@@H](F)O1.O=C1OC[C@@H](F)O1.O=C1OC[C@@H](F)O1.O=C1OC[C@@H](F)O1.C[N+](=O)[O-].C[N+](=O)[O-].C[N+](=O)[O-].C[N+](=O)[O-].C[N+](=O)[O-].O=S1(=O)CCCC1.O=S1(=O)CCCC1", "orbital_gap_ev": 10.083}

(2)
{"formula": "C5H11P", "method": "ωB97M-V/def2-TZVPD", "elements": ["P", "C", "C", "C", "C", "C", "H", "H", "H", "H", "H", "H", "H", "H", "H", "H", "H"], "xyz": [[2.0615, 0.4025, 0.6349], [-0.7187, 0.5595, 1.0148], [0.2837, 0.2126, -0.1383], [-2.1235, 0.6670, 0.4847], [0.0546, -1.3253, -0.5124], [2.8548, 0.1538, -0.8336], [-0.4869, 1.5540, 1.4725], [-2.3788, -0.2816, 0.2198], [-0.4791, -1.8008, 0.2986], [-0.6162, -1.4848, -1.3827], [-0.6605, -0.2203, 1.7169], [0.1919, 0.8854, -0.9752], [-2.4514, 1.2698, -0.3142], [2.2761, 0.0269, -1.7029], [3.9233, 0.3304, -0.8127], [1.0502, -1.7558, -0.5275], [-2.7809, 0.8068, 1.3574]], "e_tot_ha": -538.38093, "max_force_ev_per_a": 3.936, "smiles": "C=P[C@@H](C)CC", "orbital_gap_ev": 9.585, "relative_energy_ev": 1.231}

Respective E_LUMO values: -0.33, 0.28 eV.